# 1
64
Properties=species:S:1:pos:R:3:forces:R:3 method="wB97M-V/def2-TZVPD" total_energy_ev=-43682.8017 orbital_gap_ev=10.555 total_charge=+1 lumo_energy_ev=-2.75
O 3.8229 -0.4385 -1.3465 0.32 -0.23 0.48
O 0.5537 3.1966 -0.6970 0.13 -0.74 -1.03
O 2.9376 0.5258 3.0624 -1.44 0.48 1.35
O -2.1310 -0.9589 1.2474 0.79 3.62 0.31
O 0.9400 1.9251 1.2544 0.53 -2.39 4.71
O 3.7474 1.9005 -2.8098 -7.03 1.58 -0.87
O -1.5991 -0.9047 3.9099 3.80 4.89 -4.35
O -1.4378 1.8213 0.6159 -0.46 3.51 -0.58
O -0.5092 -1.9343 -4.4631 -1.52 1.25 -3.76
O -0.5327 -1.3506 -0.9683 -1.89 -0.30 -1.79
O -0.3106 3.1489 3.2841 0.06 2.86 0.17
O -1.8995 3.6678 -1.2756 2.17 2.38 -3.95
O -4.3287 0.7280 1.3610 1.89 5.85 4.01
O 1.2020 -1.8590 4.5409 1.64 2.57 0.58
O -2.4951 -1.0746 -4.4344 -4.63 -0.88 0.05
O 1.3841 -2.5864 -1.9546 6.63 -2.45 1.75
O 3.6165 3.1894 -0.4541 1.23 4.39 1.79
O -4.2493 -1.1401 -0.5736 0.09 -5.18 3.54
O 1.4587 -0.7398 1.4584 4.23 -2.73 -2.61
O -2.7890 -2.8717 -1.5294 -2.19 1.36 0.77
O 2.7391 -2.9351 0.6459 -0.81 0.69 -2.52
H 1.3307 0.9454 1.6123 -1.08 1.77 -1.63
H 0.7579 -3.1076 -1.5929 -3.84 -1.66 1.17
H -2.8886 -0.9829 0.6974 -1.25 -0.87 -1.20
H -1.4811 0.9957 0.2065 -0.47 -2.48 -0.89
H -1.8580 2.4976 -0.0797 1.29 -0.75 1.38
H 3.8090 0.3059 2.7891 1.26 -0.35 -0.02
H -0.2184 1.9990 0.8334 0.26 -0.52 1.06
H -3.5323 -3.2444 -2.0201 0.58 -0.07 -0.18
H 4.5940 1.7547 -2.6564 5.94 -1.48 0.19
H -1.7890 -0.6069 2.9258 -0.14 -1.22 3.22
H -1.1931 3.5852 -2.0465 -1.60 -1.56 2.26
H -2.0022 -3.3044 -1.6943 2.13 -1.99 -0.84
H -3.4236 0.5728 1.6790 -0.55 0.58 0.23
H 0.8098 2.3237 2.2248 -0.01 -0.17 -2.31
H 2.7135 0.0459 3.8858 0.96 0.44 -0.62
H -2.7707 -0.3105 -3.9923 -1.05 1.66 0.96
H 0.7409 -2.3536 3.8996 -1.07 -0.70 -1.20
H -1.8200 -1.7658 1.5310 0.78 -3.11 0.40
H -4.8462 -0.6014 -0.9907 -2.69 2.08 -1.60
H -4.7972 -1.9637 -0.1248 1.90 3.25 -2.01
H 2.2138 -3.0116 -0.2656 1.70 -0.51 3.03
H 1.2590 -0.9296 4.1666 -0.79 -1.96 0.67
H -1.3689 -2.3972 -4.5425 0.87 0.04 0.19
H 1.1941 -1.9458 -2.5269 -2.17 3.78 -2.99
H 3.0407 -0.8335 -1.7152 -0.71 0.02 -0.44
H -2.1563 -1.5058 4.2378 -3.70 -3.47 1.48
H 3.4050 1.7569 -3.6993 1.00 -0.11 0.20
H -4.4799 0.0078 0.9069 -1.70 -5.61 -3.71
H -0.0351 -2.4238 -3.9166 3.67 -3.53 3.54
H -0.8338 2.7590 4.0052 0.21 0.57 -0.22
H 4.3393 -1.2308 -1.1763 0.42 -0.07 0.27
H 0.6843 2.2282 -0.5122 0.52 2.08 -0.89
H -1.4630 -1.4079 -1.3951 1.87 0.52 1.38
H 4.3628 3.5899 -0.9583 -1.27 -1.41 0.20
H 2.0921 -1.0324 0.5914 -2.88 1.48 2.59
H 3.3073 2.3605 -0.6663 -0.08 -2.78 -1.68
H -1.7211 4.6491 -1.4355 -1.36 -1.00 1.75
H 2.7990 -3.6872 1.2425 -0.46 -0.40 -0.77
H -1.6637 -0.8822 -4.7470 2.61 1.36 -1.09
H -0.5028 -0.6909 -0.2800 -0.38 -0.11 0.38
H -0.3190 4.1958 3.3433 -0.16 -3.48 0.16
H 1.4250 3.6116 -0.6167 0.25 -0.38 0.05
H 2.1656 -1.2745 1.9991 -2.33 1.58 -0.51

---

# 2
73
Properties=species:S:1:pos:R:3:forces:R:3 method="wB97M-V/def2-TZVPD" total_energy_ev=-58025.8943 orbital_gap_ev=7.825 total_charge=-1 lumo_energy_ev=1.19
I -0.3483 -0.3141 -0.1945 0.01 -0.02 -0.15
O -1.9296 -4.9640 0.5370 -0.04 -0.05 -0.44
O -1.2553 1.6716 3.5066 0.15 0.48 0.06
O -2.5844 0.9626 -2.7768 -0.42 0.09 0.03
O -3.3235 1.3848 1.3661 0.50 0.50 0.52
O 1.0664 -3.8523 2.4864 -0.43 0.19 0.85
O -1.9940 3.2887 -1.4272 0.69 0.63 0.15
O 1.0235 4.6311 0.5017 1.14 0.60 -0.62
O 0.2569 1.7702 -5.0949 -0.44 -0.20 -1.09
O 1.4099 1.8805 2.3288 0.65 0.02 0.30
O 3.9879 -2.2692 1.5153 0.13 -0.19 0.34
O 0.8525 2.7187 -2.7409 0.62 0.05 0.20
O -1.1306 3.9238 1.5884 -0.98 -0.20 0.09
O -1.6518 -2.2737 2.4818 -0.42 -0.38 0.39
O -5.6423 -0.1737 0.8823 -0.19 0.16 0.50
O 1.2807 -1.7528 4.8394 -0.17 0.25 0.26
O 3.9091 0.3169 2.9788 0.51 0.15 -0.06
O 3.3284 -0.4221 -4.4441 -0.01 -0.20 -1.48
O -4.5490 3.5420 0.1730 -0.66 0.68 -0.03
O 3.9672 1.3887 -2.7029 0.43 0.63 -0.24
O -3.7792 -1.6097 -0.7037 -0.51 0.04 -0.03
O -0.2348 -2.8404 -3.2669 0.13 -0.35 -0.29
O 3.4236 1.0386 0.1357 0.18 0.14 -0.70
O 1.6613 -4.0993 -0.0919 0.23 0.03 -0.25
O 2.5697 -1.6766 -2.1314 0.48 -0.34 0.08
H -3.9698 0.6787 1.3700 -0.86 -0.36 0.09
H 2.4410 -2.5564 -1.7769 -0.17 -0.11 0.02
H 2.9746 0.5114 3.0509 -0.61 0.42 0.14
H 1.0699 1.7969 -5.5995 0.16 -0.25 -0.14
H -6.4096 0.1869 0.4379 -0.14 0.26 0.00
H 1.2681 -3.9229 1.5533 0.32 0.07 -0.53
H -1.7142 0.8135 -2.4069 0.55 -0.35 0.23
H 1.1905 -2.3356 4.0854 0.01 -0.26 -0.43
H 3.2694 -2.6374 1.0011 -0.39 0.08 -0.14
H 1.1242 3.6332 -2.8188 0.03 0.27 -0.03
H -0.7127 -2.4363 2.5712 0.35 -0.03 0.02
H 3.7518 0.8045 1.0039 0.26 0.03 0.70
H -1.2056 -4.6476 1.0773 0.06 0.44 0.50
H 0.1493 2.7317 -2.0917 -0.55 -0.02 0.49
H -3.7926 4.1211 0.0795 0.09 0.08 -0.33
H -1.8470 4.5554 1.5251 -0.20 0.28 -0.01
H 4.7642 -2.3996 0.9707 0.23 0.17 -0.18
H 1.8796 -1.1514 -1.7263 -0.37 0.39 0.20
H 0.5127 2.0414 -4.2133 0.06 0.17 0.62
H 3.9444 -0.6159 2.7671 0.01 -0.49 -0.14
H -0.6088 -3.6606 -2.9450 -0.23 -0.18 0.02
H 1.9894 -2.1365 5.3559 0.20 -0.01 0.09
H 2.5359 0.6814 0.1104 -0.30 -0.09 -0.18
H -2.5255 0.9778 1.0286 0.65 -0.29 -0.51
H -4.1825 2.7189 0.4962 0.26 -0.51 0.25
H 3.9350 1.5972 -1.7692 -0.05 -0.21 0.79
H -2.8898 -1.2611 -0.7649 0.62 0.35 -0.01
H -2.0402 2.9411 -0.5365 0.16 -0.14 0.35
H 2.2555 -4.6671 -0.5825 0.29 -0.26 -0.06
H 3.7784 0.3346 -4.0685 0.18 -0.22 0.32
H 3.1131 -0.9717 -3.6906 -0.15 -0.12 0.37
H -2.0259 1.5991 2.9434 -0.68 -0.31 -0.34
H -3.7170 -2.4916 -1.0705 -0.06 -0.26 0.08
H -2.6495 0.3357 -3.4972 -0.01 -0.02 -0.30
H 1.2036 -4.7355 2.8290 0.01 -0.16 0.23
H -1.3937 1.0142 4.1884 0.17 -0.20 0.21
H 0.2281 4.4090 0.9856 -0.11 -0.26 0.23
H -5.1009 -0.5279 0.1769 0.40 -0.65 -0.56
H 1.1491 1.3174 1.6001 -0.27 -0.08 -0.31
H 0.5852 2.2178 2.6786 -0.24 -0.18 0.22
H 3.2948 1.9449 -3.0963 -0.38 0.16 0.07
H -0.3746 -2.2169 -2.5542 0.00 0.50 0.38
H -1.6643 -5.8448 0.2722 -0.03 -0.31 -0.05
H -2.3415 2.5865 -1.9771 -0.52 -0.25 -0.48
H 0.7237 4.7878 -0.3938 -0.04 0.02 -0.17
H -1.3832 3.3457 2.3083 0.12 -0.28 0.48
H -1.7103 -1.5255 1.8877 0.10 0.22 -0.34
H 0.8130 -4.2118 -0.5209 -0.50 0.24 -0.26

---

What did we get for energy relative to the best compared isomer or geometry (same formula, charge and spin)? Answer: 10.007; 2.586 eV, in the order shown.
What did we get for molecular weight? Answer: 379.32; 559.26 g/mol, in the order shown.